No. 1
Entry from OMol25: 2 unconnected molecules or ions with the total composition C12H7Cl3F8O4 at a distorted geometry (wB97M-V/def2-TZVPD).

For the orbital gap, the calculation gives 8.47 eV. The maximum force comes out at 0.041 hartree/bohr. Its molar mass is 473.5 g mol⁻¹. The value obtained for the electronic energy is -2941.9391 Eh. Its SMILES is C/C(Cl)=C(\Cl)C1=C(Cl)C(=O)OC1=O.FC(F)C(F)(F)COC(F)(F)C(F)F.

Last column: Löwdin charge in e.
Atoms and positions in Å:
C1 4.36029 -2.35334 1.06493  -0.117
C2 2.88779 -2.53563 1.15120  -0.707
Cl1 2.40937 -3.48054 2.52231  0.735
C3 1.98662 -2.07195 0.29119  -0.623
Cl2 2.51722 -1.15470 -1.07954  0.809
C4 0.56488 -2.36052 0.45822  -0.225
C5 -0.30833 -2.01268 1.39391  -0.543
Cl3 -0.06720 -1.04406 2.74568  0.857
C6 -1.60671 -2.69499 1.05065  -0.436
O1 -2.58545 -2.72276 1.74180  0.172
O2 -1.46413 -3.29578 -0.15146  0.162
C7 -0.12753 -3.20763 -0.53949  -0.364
O3 0.30499 -3.74186 -1.51936  0.185
H1 4.77994 -3.30737 0.76785  0.091
H2 4.63139 -1.57523 0.37629  0.048
H3 4.72053 -2.16430 2.06571  0.073
F1 -0.09199 0.68788 -0.74453  0.071
C8 0.12293 1.26239 -1.94183  -0.317
F2 1.46144 1.27846 -2.10188  0.043
C9 -0.44515 2.68885 -2.01601  -0.438
F3 0.20931 3.49313 -1.15519  0.135
F4 -0.16340 3.14269 -3.26791  0.108
C10 -1.96884 2.85397 -1.81709  -0.032
O4 -2.42020 3.21145 -0.50732  0.049
C11 -2.61364 2.21467 0.42904  -0.542
F5 -2.56658 0.99802 -0.13781  0.143
F6 -3.85613 2.34601 0.92926  0.154
C12 -1.63489 2.34226 1.60547  -0.287
F7 -0.35513 2.35747 1.19892  0.096
F8 -1.78016 1.25501 2.38997  0.051
H4 -0.31224 0.62344 -2.71642  0.177
H5 -2.24907 3.70226 -2.43873  0.148
H6 -2.52107 2.00505 -2.21468  0.144
H7 -1.81886 3.26032 2.16687  0.177

Cartesian forces, eV/Å:
C -0.4 -0.5 0.4
C 0.3 0.2 0.0
Cl -0.1 -0.1 0.0
C 0.2 -0.2 0.6
Cl -0.3 -0.3 0.1
C 0.6 0.2 -0.8
C 0.0 -0.2 -0.3
Cl -0.1 -0.3 0.0
C -0.8 0.8 1.8
O 0.6 -0.1 -1.0
O -0.1 -0.6 -0.5
C 0.1 -0.2 -0.8
O -0.6 0.5 1.0
H 0.3 -0.2 -0.2
H 0.2 0.2 -0.2
H 0.3 0.3 0.2
F -0.3 0.0 0.3
C 0.2 -0.4 -0.2
F 0.1 0.6 -0.4
C -0.1 0.3 0.5
F 0.1 0.0 0.0
F -0.1 -0.2 -0.2
C -0.4 0.3 -0.2
O 0.5 -0.5 0.0
C -0.1 0.3 -0.6
F 0.1 -0.2 0.1
F -0.1 0.2 0.1
C 0.1 0.0 0.2
F 0.1 0.1 -0.2
F -0.4 0.1 0.2
H -0.1 0.1 -0.1
H 0.1 0.1 0.1
H 0.1 -0.2 0.1
H -0.2 -0.1 0.0

=====

No. 2
Entry from OMol25: a single C12H7ClN6O6 molecule at a distorted geometry (wB97M-V/def2-TZVPD).

For the orbital gap, the calculation gives 7.18 eV. The maximum force comes out at 0.090 hartree/bohr. Its molar mass is 366.7 g mol⁻¹. The value obtained for the electronic energy is -1701.1609 Eh. Its SMILES is [O-][N+]([O-])=C1c2no[n+]([O-])c2-c2no[n+]([O-])c2[C@@H]1[NH2+]c1ccc(Cl)cc1.

Last column: Löwdin charge in e.
Atoms and positions in Å:
O1 -6.06339 1.27878 4.88313  0.044
N1 -5.00094 1.24949 4.22791  -0.337
O2 -3.91717 0.77896 4.76349  -0.062
C1 -4.94655 1.75215 2.90737  -0.072
C2 -6.09433 2.55912 2.45266  -0.102
N2 -7.23788 3.04932 3.11449  0.100
O3 -7.79922 3.98738 2.36731  0.030
N3 -7.15661 4.06524 1.07578  -0.152
O4 -7.64168 4.80837 0.24851  0.073
C3 -6.11491 3.16930 1.17937  -0.097
C4 -4.96898 3.03973 0.36192  -0.122
N4 -4.62892 4.07716 -0.50286  0.152
O5 -3.30294 4.00288 -0.63521  0.048
N5 -2.76487 2.95999 0.21887  -0.143
O6 -1.53745 2.82836 0.26171  0.051
C5 -3.84340 2.32683 0.80326  -0.032
C6 -3.59891 1.68324 2.16908  -0.149
N6 -3.00030 0.32670 2.38482  0.105
C7 -1.60774 -0.17840 2.19239  -0.184
C8 -1.33358 -1.55400 2.29754  0.003
C9 0.01886 -1.99352 2.33224  -0.072
C10 1.05369 -1.04219 2.30513  -0.679
Cl1 2.70118 -1.51741 2.41151  0.706
C11 0.76315 0.31524 2.27058  -0.075
C12 -0.57998 0.73785 2.23567  -0.018
H1 -2.80789 2.31242 2.77267  0.189
H2 -3.17386 0.16902 3.42140  0.128
H3 -3.68028 -0.07823 1.68526  0.205
H4 -2.13233 -2.32262 2.35452  0.130
H5 0.29730 -3.04582 2.40607  0.112
H6 1.54656 1.08182 2.31149  0.121
H7 -0.81582 1.81072 2.23146  0.103

Cartesian forces, eV/Å:
O 1.8 0.0 -1.3
N -0.7 0.5 0.3
O -0.6 0.1 -1.0
C -0.9 -0.8 1.3
C -2.6 1.4 1.2
N 3.6 -2.1 0.3
O 0.0 -0.1 -1.8
N 0.8 -1.4 1.1
O 0.8 -0.4 0.2
C -1.8 0.8 -0.1
C 0.6 3.9 -2.0
N -0.7 -3.0 2.1
O 1.1 -1.2 0.2
N -0.3 0.0 -0.4
O -2.0 0.1 0.1
C 3.2 0.5 0.1
C 0.9 3.8 2.6
N -1.4 -1.9 -2.9
C 0.4 0.2 0.4
C 0.4 -0.6 -0.2
C -0.6 0.8 -0.1
C -0.9 0.2 0.2
Cl 0.2 -0.3 -0.1
C -0.7 0.5 0.0
C 0.7 0.5 -0.2
H -1.4 -0.4 -1.3
H -1.2 0.1 0.1
H 1.0 -1.4 1.5
H 0.5 0.7 -0.1
H -0.4 0.3 0.0
H -0.3 -0.5 -0.1
H 0.3 -0.7 0.0

=====

No. 3
Entry from OMol25: a single C12H7F3N4O2 molecule at a distorted geometry (wB97M-V/def2-TZVPD).

For the orbital gap, the calculation gives 7.36 eV. The maximum force comes out at 0.180 hartree/bohr. Its molar mass is 296.2 g mol⁻¹. The value obtained for the electronic energy is -1130.4602 Eh. Its SMILES is O=c1[nH][nH]c2cc(=O)n(-c3cccc(C(F)(F)F)c3)nc12. As for the relative energy (zero: lowest compared OMol25 entry of this formula, charge and spin): 61.6 kcal/mol.

Last column: Löwdin charge in e.
Atoms and positions in Å:
O1 1.17006 3.04379 -3.31587  -0.022
C1 0.14674 2.34174 -2.90243  -0.336
N1 -0.97022 2.62285 -3.73236  0.077
N2 -1.92315 1.55362 -3.74635  0.062
C2 -1.52270 0.77411 -2.69586  -0.150
C3 -2.21199 -0.29726 -2.14321  0.067
C4 -1.62953 -0.91049 -0.99264  -0.451
O2 -2.32229 -1.69029 -0.38134  0.066
N3 -0.34128 -0.52912 -0.55424  0.010
C5 0.12856 -1.06476 0.66638  -0.158
C6 0.45542 -2.37833 0.92752  0.001
C7 1.05591 -2.80870 2.07203  -0.069
C8 1.40029 -1.81373 2.88449  -0.048
C9 1.16436 -0.43776 2.73369  -0.093
C10 1.86600 0.62030 3.69605  -0.522
F1 1.50669 1.94332 3.45421  0.085
F2 3.20334 0.55840 3.65344  0.153
F3 1.44111 0.42195 4.93792  0.147
C11 0.50916 -0.05909 1.62660  0.050
N4 0.40920 0.49094 -1.12183  0.221
C12 -0.15358 1.22640 -2.10571  -0.066
H1 -1.03758 3.41080 -4.32132  0.140
H2 -2.84247 1.70518 -4.20769  0.180
H3 -3.23613 -0.54350 -2.47189  0.135
H4 0.14371 -3.17074 0.30322  0.115
H5 1.29168 -3.79208 2.41091  0.119
H6 1.91029 -2.32008 3.69095  0.123
H7 0.38837 1.10253 1.63534  0.166

Cartesian forces, eV/Å:
O -2.8 -2.8 3.3
C 3.9 5.8 -6.1
N -0.2 -2.3 2.2
N 1.0 1.2 0.2
C -0.5 -1.3 1.2
C 1.4 2.4 -1.4
C -1.5 0.1 -0.5
O 0.4 -1.1 1.3
N 0.0 1.2 -2.4
C 1.7 2.1 1.7
C -1.6 -0.8 -1.8
C -0.6 1.1 -0.6
C 1.8 0.4 3.5
C 2.1 -0.3 1.4
C -1.7 0.2 -0.9
F 0.5 -1.5 -0.5
F -0.6 -0.1 0.0
F 0.4 -0.5 0.7
C -0.8 2.1 -0.9
N -1.6 1.1 -0.8
C -3.2 -4.9 1.6
H 0.2 0.5 -0.7
H 1.1 -0.4 1.2
H 0.8 -0.1 0.4
H -0.4 -0.3 -1.4
H -0.2 -0.7 -0.6
H 0.4 1.4 1.1
H -0.3 -2.4 -1.2

=====

No. 4
Entry from OMol25: a molecular structure, C12H7N6O3 at a distorted geometry (wB97M-V/def2-TZVPD).

As for the total charge: -1. For the orbital gap, the calculation gives 5.09 eV. The maximum force comes out at 0.246 hartree/bohr. Its molar mass is 283.2 g mol⁻¹. The value obtained for the electronic energy is -1015.6042 Eh. As for the relative energy (zero: lowest compared OMol25 entry of this formula, charge and spin): 41.4 kcal/mol.

Last column: Löwdin charge in e.
Atoms and positions in Å:
O1 0.82110 -1.99604 -0.05627  -0.071
C1 -0.41102 -2.02560 -0.02772  -0.511
C2 -1.13194 -3.26373 -0.01009  -0.040
C3 -2.49076 -3.27477 0.00383  -0.073
C4 -3.22166 -2.07458 0.00518  -0.309
C5 -4.59910 -2.09378 0.01379  -0.271
N1 -5.76811 -2.10571 0.01967  0.085
C6 -2.53191 -0.85056 -0.00374  -0.072
C7 -1.17456 -0.81457 -0.01820  -0.042
H1 -0.56415 -4.17743 -0.01170  0.093
H2 -3.02957 -4.20829 0.01245  0.102
H3 -3.10205 0.06377 -0.00241  0.103
H4 -0.63578 0.11538 -0.03037  0.078
O2 2.90149 -0.25687 2.39468  0.086
N2 2.58251 0.93379 2.30467  -0.327
C8 2.10435 1.43216 1.02319  -0.138
C9 2.42627 0.76535 -0.11364  0.073
N3 2.04971 1.27752 -1.35032  -0.024
N4 2.30019 0.83491 -2.60658  0.127
N5 1.68404 1.79711 -3.13613  -0.161
N6 1.05311 2.82477 -2.67376  0.117
C10 1.28686 2.50874 -1.38737  -0.249
C11 0.94056 3.17238 -0.19050  0.000
C12 1.35326 2.63248 0.98190  -0.002
O3 2.65592 1.72310 3.25261  0.054
H5 2.97828 -0.15665 -0.07738  0.138
H6 0.39051 4.09785 -0.23312  0.116
H7 1.13242 3.11931 1.91737  0.117

Cartesian forces, eV/Å:
O 2.1 0.2 -0.1
C -0.4 0.0 0.0
C -0.3 0.1 0.0
C 0.0 0.1 0.0
C 1.1 0.1 0.0
C -3.1 0.0 0.0
N 1.3 0.0 0.0
C -0.2 0.0 0.0
C -0.3 -0.2 0.0
H 0.2 -0.2 0.0
H -0.1 -0.2 0.0
H -0.2 0.2 0.0
H 0.2 0.3 0.0
O -0.4 1.7 -0.5
N 0.6 -1.3 1.4
C -0.3 0.6 -0.5
C -0.1 -0.3 -1.1
N -0.5 1.2 6.3
N -1.8 2.9 2.5
N 0.5 -1.2 -12.6
N 1.3 -2.0 3.9
C 0.4 -0.7 1.4
C 0.4 -0.6 -0.1
C 0.2 0.1 0.6
O -0.3 -0.4 -1.2
H 0.0 -0.3 -0.2
H -0.1 0.0 -0.1
H 0.0 0.0 0.1